Here is a cluster of 2 separate species, C4H11NS in total at a distorted geometry from the Open Molecules 2025 dataset. Energies are from ωB97M-V/def2-TZVPD.

## Properties
DFT total energy = -611.890169 Ha
energy above the lowest of the compared OMol25 structures with the same formula, charge and spin = 136.4 kJ/mol
SMILES = C=CN.CSC

Element x y z (Å)
C  1.24271  -0.40257  1.89113
C  2.06270  0.63486  1.84618
N  3.17322  0.75653  0.99286
H  1.33688  -1.24049  1.21334
H  0.47095  -0.46088  2.64728
H  2.04926  1.34256  2.67484
H  3.77576  -0.03139  0.86297
H  3.32150  1.64290  0.55614
C  -2.43912  -1.39850  -0.73645
S  -0.97485  -0.34219  -0.81546
C  -1.52743  1.07811  -1.80625
H  -2.53855  -1.74040  0.28819
H  -3.33081  -0.85786  -1.03834
H  -2.35979  -2.27065  -1.38984
H  -1.15428  1.95486  -1.27844
H  -2.60967  1.14101  -1.88523
H  -1.03298  1.03891  -2.77155

Electronic structure analysis, natural (NBO) charges in units of e:
1. C -0.445
2. C -0.019
3. N -0.880
4. H 0.193
5. H 0.199
6. H 0.174
7. H 0.390
8. H 0.384
9. C -0.742
10. S 0.173
11. C -0.735
12. H 0.223
13. H 0.217
14. H 0.212
15. H 0.223
16. H 0.219
17. H 0.215

---

Here is a cluster of 7 separate species, H14O7 in total at a distorted geometry from the Open Molecules 2025 dataset. Energies are from ωB97M-V/def2-TZVPD.

## Properties
DFT total energy = -535.056496 Ha
energy above the lowest of the compared OMol25 structures with the same formula, charge and spin = 176.8 kJ/mol
SMILES = O.O.O.O.O.O.O

Element x y z (Å)
O  0.92667  -1.23224  -1.94038
H  0.18867  -1.86924  -1.85138
H  1.63767  -1.79224  -2.29938
O  -1.27233  2.05276  -0.29838
H  -1.72233  1.41776  -0.83438
H  -1.47933  1.66376  0.53062
O  -0.98333  1.30776  2.70062
H  -1.03433  2.14476  3.18862
H  -0.21333  0.84076  3.05862
O  -1.67233  -0.95224  0.92762
H  -0.82233  -0.45724  0.81162
H  -2.44833  -0.36124  1.01462
O  1.21767  -0.74124  2.79662
H  1.10567  -0.32624  1.91662
H  1.28467  -1.59724  2.40862
O  0.82367  -0.17324  -4.24738
H  1.58267  -0.62924  -4.59238
H  0.75567  -0.51224  -3.36538
O  0.71067  0.21676  0.32662
H  0.95767  -0.12024  -0.48938
H  0.45667  1.11976  0.23762

Electronic structure analysis, natural (NBO) charges in units of e:
1. O -0.945
2. H 0.506
3. H 0.493
4. O -0.938
5. H 0.468
6. H 0.477
7. O -0.979
8. H 0.476
9. H 0.503
10. O -0.994
11. H 0.490
12. H 0.469
13. O -0.971
14. H 0.484
15. H 0.463
16. O -0.955
17. H 0.449
18. H 0.467
19. O -0.976
20. H 0.503
21. H 0.512